# 1
Below is a molecular structure, C15H25As2FeN2O3S, with properties calculated with the ωB97M-V functional and the def2-TZVPD basis.

XYZ file:
```
49
Properties=species:S:1:pos:R:3:mulliken_spin:R:1
Fe 0.18168 0.29170 0.65965 3.807
C -2.08075 -2.89074 0.24305 0.010
As -1.02102 -1.53826 -0.65998 -0.001
C -0.07721 -2.62728 -1.96729 0.011
C -2.34295 -0.65606 -1.78175 0.009
C -3.18779 -1.42746 -2.57381 -0.003
C -4.14677 -0.83240 -3.37801 0.000
C -4.26965 0.54916 -3.39460 0.000
C -3.43226 1.32371 -2.60741 -0.003
C -2.46504 0.73400 -1.79913 0.014
As -1.32301 1.85877 -0.69419 -0.008
C -2.62171 2.98595 0.20894 0.010
C -0.61162 3.10900 -2.00222 0.012
H -2.56942 -3.53382 -0.48695 0.001
H -2.82406 -2.39422 0.86135 -0.002
H -1.42714 -3.49179 0.87344 -0.001
H -0.78819 -3.21333 -2.54702 0.001
H 0.60383 -3.30092 -1.44808 0.000
H 0.48760 -1.97461 -2.62951 0.000
H -3.11015 -2.50861 -2.56340 0.001
H -4.79975 -1.44480 -3.98551 0.000
H -5.01921 1.02154 -4.01544 0.000
H -3.54562 2.40148 -2.62457 0.001
H -3.22300 3.52073 -0.52448 0.001
H -2.09269 3.70295 0.83486 -0.001
H -3.26128 2.36355 0.82991 -0.001
H -1.42597 3.54787 -2.57605 0.001
H 0.06698 2.58247 -2.66966 -0.001
H -0.07066 3.89917 -1.48350 -0.001
O -2.69802 -0.00379 1.77428 0.039
S -1.74638 0.15105 2.88733 0.052
N -0.30926 0.32146 2.56174 0.003
O 1.63177 0.48972 -2.14393 0.000
C 2.38725 0.48203 -1.16449 -0.020
O 2.08342 0.40545 0.05805 0.054
C 3.89556 0.52834 -1.43934 0.010
N 4.04582 0.62592 -2.94097 0.001
C 4.81203 -0.58118 -3.41587 0.000
C 5.61328 -0.99126 -2.19122 0.000
C 4.62783 -0.76140 -1.04607 -0.001
H 4.33714 1.40995 -0.97993 0.002
H 4.50278 1.49064 -3.21633 0.000
H 3.05226 0.63653 -3.26481 0.000
H 5.40036 -0.31862 -4.29077 0.000
H 4.07870 -1.33692 -3.69197 0.000
H 6.49031 -0.35009 -2.08164 0.000
H 5.95667 -2.02086 -2.25980 0.000
H 5.10750 -0.66026 -0.07666 0.001
H 3.91520 -1.58547 -0.98054 0.000
```

multiplicity	5
HOMO-LUMO gap (alpha / beta)	8.480 / 9.207	eV
total charge	+1
HOMO energy (alpha / beta)	-11.1 / -11.8	eV
E_LUMO (alpha / beta)	-0.0962 / -0.0967	Eh
⟨S²⟩	6.0178

# 2
Below is a molecular structure, C25H23Br2N4O4STc, with properties calculated with the ωB97M-V functional and the def2-TZVPD basis.

XYZ file:
```
60
Properties=species:S:1:pos:R:3:mulliken_spin:R:1
Tc 0.63732 0.40781 -0.96673 1.082
N 4.43203 0.12070 -3.70042 0.000
C 3.73704 0.21453 -2.54884 -0.001
O 3.75520 1.20757 -1.84716 0.002
C 2.97831 -1.04211 -2.14517 0.017
C 2.20494 -0.89685 -0.83700 -0.082
H 4.96170 0.91737 -4.01217 0.000
H 4.41937 -0.70672 -4.26874 0.000
H 3.70038 -1.85752 -2.03742 -0.002
H 2.31028 -1.33338 -2.96071 0.002
H 2.83127 -0.50314 -0.03137 -0.003
H 1.78386 -1.86123 -0.54921 0.027
C -1.50064 -0.92459 7.12780 0.000
C -1.54433 -0.54371 5.67533 0.001
C -0.72021 -1.17227 4.74294 0.001
C -0.77411 -0.83446 3.40194 0.001
C -1.65814 0.15248 2.98887 -0.004
C -2.48596 0.80016 3.89646 0.000
C -2.42348 0.44396 5.23227 0.001
S -1.78935 0.57990 1.29058 -0.002
O -2.40709 1.86799 1.19483 0.000
O -2.31036 -0.52029 0.53488 0.001
N -0.19241 0.72007 0.81253 -0.010
C 0.51283 1.90940 1.12097 0.022
C 0.42283 2.78781 2.17926 -0.015
C 1.28252 3.87719 2.14637 0.019
C 2.17159 4.05950 1.09290 -0.005
C 2.19667 3.13280 0.06906 0.018
N 1.37796 2.07968 0.10616 -0.029
H -0.65165 -1.56971 7.34577 0.000
H -2.41077 -1.45802 7.40780 0.000
H -1.43376 -0.04029 7.76151 0.000
H -0.02683 -1.93559 5.07353 0.000
H -0.12659 -1.32653 2.68755 -0.001
H -3.16230 1.57189 3.55395 0.000
H -3.06731 0.94371 5.94573 0.000
H -0.28892 2.63916 2.97771 -0.001
H 1.25241 4.59951 2.95169 0.001
H 2.83448 4.91137 1.06619 0.000
H 2.86196 3.19177 -0.77839 -0.001
C -0.64404 -2.79811 -0.22486 0.004
C -1.04787 -2.22254 -1.54227 0.012
C -1.94577 -2.94176 -2.35724 -0.006
C -2.28453 -2.49150 -3.59816 0.011
C -1.71103 -1.29840 -4.08691 0.004
C -1.96322 -0.71350 -5.35345 -0.003
Br -3.14812 -1.54723 -6.55787 0.000
C -1.36044 0.45531 -5.71623 0.001
C -0.47351 1.10576 -4.83587 -0.007
Br 0.35258 2.70300 -5.36291 0.000
C -0.19833 0.57139 -3.60633 0.022
O 0.63029 1.15409 -2.71200 0.000
C -0.82628 -0.63159 -3.22845 -0.022
N -0.52175 -1.08012 -1.96419 -0.051
H -1.51239 -3.21607 0.28074 0.001
H -0.19752 -2.04914 0.42029 -0.003
H 0.07196 -3.60822 -0.39063 0.002
H -2.36670 -3.85880 -1.96917 0.000
H -2.98522 -3.03936 -4.21338 0.000
H -1.55887 0.89684 -6.68234 0.000
```

multiplicity	2
HOMO-LUMO gap (alpha / beta)	6.919 / 6.958	eV
total charge	+1
HOMO energy (alpha / beta)	-11.2 / -11.2	eV
E_LUMO (alpha / beta)	-0.1555 / -0.1549	Eh
⟨S²⟩	0.7585

# 3
Below is a gas-phase ion, C6H9ClN3O2 (charge +1) in a non-equilibrium geometry, with properties calculated with the ωB97M-V functional and the def2-TZVPD basis.

XYZ file:
```
21
Properties=species:S:1:pos:R:3:mulliken_charge:R:1
C -2.57616 0.98609 -1.00863 -0.394
C -0.25430 1.29670 -0.97839 -0.690
C -2.53253 -0.10199 -0.06659 0.362
C 1.20800 -0.29520 0.21794 0.437
C -0.09517 0.42439 0.24041 0.783
C 2.48756 -1.97035 -0.82190 -0.728
N -1.46982 1.47368 -1.39335 -0.454
N -1.28615 -0.37375 0.40009 -0.272
N 0.12741 1.24939 1.55752 -0.345
O 2.10761 0.12733 0.96002 -0.623
O 1.29197 -1.27712 -0.63232 -0.259
Cl -3.74087 -1.06509 0.49953 -0.115
H -3.50987 1.51656 -1.16387 0.371
H 0.48710 1.91278 -1.45390 0.479
H 3.30399 -1.36378 -0.97498 0.371
H 2.37278 -2.59831 -1.81002 0.243
H 2.67576 -2.59841 0.03097 0.350
H -1.22953 -1.31770 0.79596 0.297
H 1.26616 1.49546 1.49932 0.487
H 0.01687 0.56987 2.37852 0.387
H -0.65080 1.90945 1.72369 0.312
```

HOMO-LUMO gap (alpha / beta)	8.225 / 8.224	eV
total charge	+1
HOMO energy (alpha / beta)	-12.1 / -12.1	eV
E_LUMO (alpha / beta)	-0.1408 / -0.1408	Eh

# 4
Below is a molecular structure, C3H8N2O in a non-equilibrium geometry, with properties calculated with the ωB97M-V functional and the def2-TZVPD basis.

XYZ file:
```
14
Properties=species:S:1:pos:R:3:mulliken_charge:R:1
C 0.37730 0.77890 0.03241 0.243
C -0.66481 0.16148 0.79615 -0.424
N 1.38926 0.12884 -0.57814 -0.356
C -1.11504 -1.34041 -1.40730 -0.176
O 0.91658 0.86796 1.90872 -0.756
N -1.61515 -0.40553 -0.73227 -0.589
H 0.45888 1.53832 2.43519 0.264
H 0.20244 1.79360 -0.30644 0.262
H 2.06899 0.68596 -1.07292 0.231
H 1.79016 -0.63659 -0.05322 0.255
H -0.54596 -0.78534 1.30337 0.310
H -1.46667 0.79880 1.13182 0.306
H -0.08273 -1.72593 -1.28575 0.146
H -1.71324 -1.86005 -2.17162 0.285
```

HOMO-LUMO gap	8.577	eV
HOMO energy	-7.8	eV
E_LUMO	0.0303	Eh

# 5
Below is 2 unconnected molecules or ions with the total composition C5H10NO2 in a non-equilibrium geometry, with properties calculated with the ωB97M-V functional and the def2-TZVPD basis.

XYZ file:
```
18
Properties=species:S:1:pos:R:3:mulliken_charge:R:1
C -1.35366 1.13601 0.62560 -0.368
C 0.85100 -0.98639 -0.87532 -0.932
C 2.01212 -0.47239 1.30599 -0.932
C -2.15636 0.79927 -0.63191 -0.156
C 1.18219 -1.50516 0.57035 -0.258
N -2.36540 1.86781 -1.34347 -0.319
O -2.78363 1.79183 -2.56368 -0.640
O -1.81708 2.32140 0.96629 -0.321
H 1.78285 -2.45015 0.50668 0.315
H 1.76924 -1.03543 -1.43409 0.405
H 0.39249 -0.00056 -0.72002 0.143
H 0.03201 -1.64918 -1.26839 0.223
H 2.56279 -0.79687 2.18324 0.341
H 2.83017 -0.09775 0.56280 0.201
H 1.31647 0.34960 1.60628 0.216
H -2.15021 -0.24568 -1.01064 0.425
H 0.26699 -1.73172 1.15242 0.267
H -2.37198 2.70537 0.36787 0.390
```

HOMO-LUMO gap	7.142	eV
total charge	-1
HOMO energy	-3.3	eV
E_LUMO	0.1425	Eh

We obtain ΔE to the lowest compared entry with this formula, charge and spin values of 0.0; 13.1; 30.5; 119.4; 135.7 kcal/mol for the records listed above, in that order.